{"formula": "C4H8O", "method": "ωB97M-V with the def2-TZVPD basis set", "species": ["O", "C", "C", "C", "C", "H", "H", "H", "H", "H", "H", "H", "H"], "coordinates": [[1.007062, -0.911611, 0.420763], [-1.338291, 0.391493, 0.463576], [-0.297166, -0.660390, 0.345804], [1.823308, 0.242887, 0.596077], [-1.498150, -1.094272, 0.156695], [-0.080352, 0.000375, -2.305232], [1.844371, 0.846152, -0.318316], [-2.215455, -1.869305, -0.052640], [-0.380076, 0.437329, -2.827369], [2.826326, -0.125336, 0.815309], [-1.467023, 1.129773, -0.337397], [-1.627779, 0.776987, 1.448372], [1.462853, 0.854854, 1.428917]], "forces_ev_per_angstrom": [[-0.21, -0.08, -0.02], [-0.02, 0.36, 0.07], [-0.37, -0.12, -0.04], [0.21, 0.23, 0.04], [0.25, -0.14, 0.01], [-0.05, 0.02, -0.06], [-0.01, -0.09, 0.13], [0.13, 0.11, 0.03], [0.05, -0.01, 0.03], [-0.14, 0.07, -0.04], [0.04, -0.15, 0.11], [0.06, -0.09, -0.14], [0.05, -0.10, -0.11]], "lowdin_charge": [-0.06, -0.11, -0.38, -0.06, 0.02, 0.03, 0.09, 0.09, 0.05, 0.09, 0.07, 0.08, 0.09], "lumo_energy_ev": 1.12, "gap_ev": 9.715, "max_force_ev_per_a": 0.4, "homo_energy_ev": -8.60, "charge": 0, "de_lowest_kj_mol": 393.8, "smiles": "COC1=CC1.[H][H]"}